Record 1
The following is a DFT calculation (wB97M-V/def2-TZVPD) of a 8-piece molecular cluster, C57H126N7O12 overall at a distorted geometry.

Calculated values
- net charge = +5
- DFT total energy (Ha) = -3531.595473
- highest occupied orbital energy (eV) = -15.868
- Kohn-Sham gap (hartree) = 0.248

Structure (XYZ):
```
202
C57H126N7O12 (wB97M-V/def2-TZVPD)
C 0.006 0.243 -1.326
C -0.643 -0.331 -2.429
C -0.722 -1.813 -2.698
O -1.698 -2.321 -3.351
C 0.050 -2.677 -1.947
C 0.854 -2.136 -0.872
C 0.669 -0.638 -0.423
O 0.943 -0.321 0.754
O 1.731 -2.828 -0.319
O -1.094 0.545 -3.224
H -0.005 1.265 -0.981
H -0.143 -3.735 -1.991
C -5.606 -2.642 1.446
O -4.420 -1.882 1.124
C -4.298 -1.882 -0.298
C -3.296 -0.764 -0.626
N -3.897 0.563 -0.108
H -4.764 0.779 -0.600
H -4.104 0.627 0.891
C -2.912 1.709 -0.412
C -3.462 2.953 0.296
O -3.974 2.668 1.585
C -4.905 3.650 2.136
H -5.514 -3.655 1.047
H -6.552 -2.220 1.105
H -5.565 -2.696 2.535
H -5.244 -1.699 -0.818
H -3.946 -2.830 -0.713
H -3.257 -0.681 -1.712
H -2.344 -0.737 -0.109
H -2.943 1.885 -1.483
H -1.958 1.511 0.064
H -4.180 3.386 -0.411
H -2.698 3.729 0.408
H -4.989 3.368 3.181
H -5.793 3.555 1.518
H -4.456 4.643 2.091
C 1.712 -5.071 -5.134
O 0.539 -4.692 -5.814
C 0.427 -3.307 -5.938
C -0.797 -2.843 -6.721
N -0.661 -1.475 -7.315
H 0.022 -1.415 -8.077
H -1.513 -1.312 -7.855
C -0.451 -0.363 -6.315
C -0.167 0.895 -7.115
O -0.421 0.755 -8.499
C -0.200 1.904 -9.309
H 1.591 -6.160 -5.102
H 1.797 -4.686 -4.114
H 2.711 -5.041 -5.585
H 1.294 -2.883 -6.464
H 0.353 -2.884 -4.928
H -1.730 -2.891 -6.164
H -0.889 -3.466 -7.614
H 0.373 -0.604 -5.654
H -1.403 -0.301 -5.790
H 0.932 0.998 -7.121
H -0.466 1.872 -6.728
H -1.129 2.372 -9.627
H 0.388 1.708 -10.205
H 0.403 2.660 -8.795
C 4.870 1.256 3.208
O 4.091 1.155 1.976
C 4.626 0.303 1.002
C 4.528 -1.227 1.125
N 3.208 -1.651 1.786
H 2.558 -0.878 1.568
H 2.886 -2.510 1.322
C 3.354 -1.816 3.284
C 2.289 -2.854 3.697
O 2.541 -4.115 3.129
C 3.698 -4.796 3.581
H 4.186 1.838 3.814
H 5.803 1.660 2.799
H 5.181 0.315 3.667
H 5.645 0.661 0.802
H 4.178 0.571 0.041
H 5.291 -1.696 1.741
H 4.444 -1.730 0.164
H 3.104 -0.900 3.811
H 4.345 -2.201 3.496
H 1.271 -2.603 3.378
H 2.065 -2.979 4.764
H 3.557 -5.024 4.645
H 4.658 -4.269 3.635
H 3.817 -5.675 2.956
C -1.679 -0.905 2.696
O -2.455 0.272 2.739
C -3.031 0.688 3.966
C -4.459 0.086 4.128
N -4.721 -0.668 5.419
H -4.065 -1.440 5.529
H -4.582 0.005 6.172
C -6.092 -1.377 5.449
C -7.314 -0.656 4.907
O -7.163 -0.104 3.619
C -8.253 0.629 3.127
H -2.311 -1.682 3.154
H -0.772 -0.922 3.308
H -1.470 -1.194 1.674
H -2.995 1.754 4.178
H -2.333 0.280 4.712
H -4.680 -0.565 3.286
H -5.188 0.891 4.153
H -6.282 -1.677 6.478
H -5.890 -2.280 4.873
H -7.609 0.146 5.592
H -8.095 -1.410 4.759
H -8.632 0.171 2.211
H -7.996 1.677 2.953
H -9.149 0.680 3.753
C 7.373 3.241 -1.150
C 5.872 2.923 -1.104
C 5.072 4.017 -1.823
N 3.574 3.695 -2.031
C 3.316 2.480 -2.908
C 3.599 2.767 -4.393
C 3.061 4.092 -4.938
C 3.339 5.275 -4.080
C 2.966 4.927 -2.612
C 2.905 3.518 -0.709
H 7.580 4.177 -0.632
H 7.661 3.387 -2.192
H 7.939 2.432 -0.696
H 5.609 2.869 -0.046
H 5.663 1.978 -1.606
H 5.515 4.129 -2.810
H 5.121 4.959 -1.280
H 3.901 1.632 -2.568
H 2.252 2.226 -2.924
H 4.688 2.689 -4.453
H 3.094 2.008 -4.988
H 3.432 4.192 -5.956
H 1.965 4.042 -4.932
H 4.410 5.490 -4.105
H 2.718 6.147 -4.274
H 3.165 5.807 -2.001
H 1.887 4.765 -2.532
H 3.098 4.387 -0.089
H 3.213 2.543 -0.332
H 1.824 3.419 -0.811
C 2.686 9.206 2.476
C 1.772 8.138 3.056
C 2.033 6.784 2.371
N 1.224 5.620 2.967
C 1.668 4.372 2.225
C 1.111 3.034 2.710
C 1.286 2.816 4.230
C 1.082 4.120 5.019
C 1.592 5.433 4.433
C -0.273 5.859 2.859
H 2.499 9.346 1.410
H 3.723 8.940 2.692
H 2.555 10.197 2.907
H 0.760 8.444 2.773
H 1.832 8.139 4.143
H 3.064 6.449 2.490
H 1.907 6.921 1.296
H 2.752 4.402 2.145
H 1.163 4.483 1.263
H 1.304 2.191 2.041
H 0.034 3.071 2.490
H 2.267 2.407 4.487
H 0.611 2.079 4.667
H 1.407 4.154 6.061
H 0.000 4.147 5.194
H 2.665 5.621 4.436
H 1.135 6.252 4.986
H -0.436 6.066 1.801
H -0.474 6.753 3.440
H -0.799 4.956 3.148
C 0.271 -6.405 3.140
C -0.030 -6.028 1.688
C -1.209 -6.751 1.095
N -1.538 -6.434 -0.377
C -0.188 -6.436 -1.123
C -0.478 -6.375 -2.633
C -1.379 -7.497 -3.088
C -2.789 -7.386 -2.459
C -2.551 -7.418 -0.926
C -2.102 -5.029 -0.365
H -0.522 -6.049 3.801
H 1.213 -6.000 3.497
H 0.407 -7.476 3.306
H 0.850 -6.349 1.127
H -0.037 -4.937 1.667
H -2.110 -6.498 1.661
H -1.149 -7.833 1.212
H 0.083 -7.456 -0.843
H 0.461 -5.658 -0.737
H 0.510 -6.424 -3.094
H -0.901 -5.416 -2.940
H -0.934 -8.481 -2.909
H -1.495 -7.594 -4.170
H -3.426 -8.246 -2.649
H -3.290 -6.468 -2.760
H -2.183 -8.398 -0.620
H -3.414 -7.232 -0.283
H -2.251 -4.601 -1.357
H -1.369 -4.331 0.044
H -2.977 -4.998 0.279
```

Record 2
The following is a DFT calculation (wB97M-V/def2-TZVPD) of a 3-piece molecular cluster, C45H87F4N4O4S2 overall at a distorted geometry.

Calculated values
- net charge = +1
- DFT total energy (Ha) = -3482.079599
- spin multiplicity = 3
- highest occupied orbital energy (alpha / beta) (eV) = -10.273 / -10.272
- <S²> = 2.009
- Kohn-Sham gap (alpha / beta) (hartree) = 0.270 / 0.270

Structure (XYZ):
```
146
C45H87F4N4O4S2 (wB97M-V/def2-TZVPD)
C 2.622 -5.002 2.349
C 3.463 -4.225 3.504
C 3.844 -2.787 2.839
C 5.320 -2.916 2.241
C 5.511 -2.425 0.731
C 4.523 -1.264 0.253
C 3.382 -1.986 -0.653
C 2.759 -1.012 -1.769
N 2.323 -1.912 -2.904
C 3.443 -2.176 -3.861
C 3.483 -3.652 -4.453
C 3.940 -4.777 -3.416
C 2.851 -5.144 -2.308
C 1.667 -6.102 -2.845
C 0.481 -6.005 -1.738
C 0.060 -7.446 -1.201
C -1.078 -7.405 -0.062
C 1.118 -1.418 -3.554
S 0.135 -2.545 -4.343
S 0.553 0.332 -3.558
C -1.289 0.446 -3.449
C -1.833 0.679 -1.940
C -1.020 -0.293 -0.965
C -1.800 -0.634 0.406
F -0.749 -0.909 1.365
O -2.682 0.404 0.812
C -3.316 0.169 2.089
C -2.464 0.728 3.350
C -3.792 -1.328 2.380
N -3.120 -2.391 1.557
C -2.725 -1.948 0.176
C -4.013 -1.656 -0.713
O -4.974 -2.767 -0.614
C -4.951 -3.553 -1.775
F -5.599 -2.937 -2.844
F -3.651 -3.973 -2.068
F -5.695 -4.721 -1.505
H 2.414 -6.086 2.605
H 1.689 -4.373 2.175
H 3.254 -4.883 1.395
H 2.780 -4.067 4.406
H 4.374 -4.804 3.849
H 3.026 -2.583 2.085
H 3.871 -2.052 3.713
H 6.096 -2.438 2.941
H 5.581 -4.037 2.251
H 5.522 -3.343 0.054
H 6.575 -1.990 0.663
H 5.044 -0.490 -0.411
H 4.004 -0.707 1.100
H 3.891 -2.837 -1.235
H 2.587 -2.502 -0.011
H 3.555 -0.287 -2.150
H 1.880 -0.485 -1.269
H 3.347 -1.402 -4.704
H 4.439 -1.995 -3.336
H 2.513 -3.972 -4.971
H 4.272 -3.649 -5.291
H 4.188 -5.747 -3.972
H 4.910 -4.436 -2.924
H 2.342 -4.248 -1.834
H 3.417 -5.683 -1.463
H 2.077 -7.159 -2.945
H 1.293 -5.684 -3.844
H 0.831 -5.397 -0.832
H -0.394 -5.405 -2.183
H -0.379 -8.018 -2.086
H 0.961 -7.972 -0.740
H -1.369 -8.483 0.160
H -2.023 -6.866 -0.404
H -0.706 -6.947 0.910
H -1.765 -0.467 -3.943
H -1.606 1.345 -4.074
H -1.613 1.778 -1.714
H -2.959 0.553 -1.918
H -0.606 -1.230 -1.467
H -0.098 0.300 -0.621
H -4.269 0.815 2.094
H -2.254 1.822 3.141
H -3.206 0.698 4.226
H -1.543 0.105 3.567
H -3.521 -1.550 3.474
H -4.919 -1.450 2.300
H -3.760 -3.213 1.551
H -2.294 -2.713 2.104
H -2.134 -2.762 -0.377
H -3.722 -1.517 -1.813
H -4.591 -0.723 -0.422
C 3.681 4.773 -2.485
C 4.333 3.721 -1.547
C 5.067 4.433 -0.393
C 6.378 5.093 -0.819
C 7.273 4.099 -1.551
C 6.562 3.399 -2.725
N 5.234 2.834 -2.342
O 5.459 1.716 -1.614
C 6.399 4.395 -3.897
C 7.512 2.320 -3.304
C 3.129 2.956 -0.949
H 2.647 4.989 -2.199
H 4.198 5.733 -2.472
H 3.636 4.419 -3.519
H 5.292 3.715 0.406
H 4.418 5.191 0.056
H 6.182 5.966 -1.448
H 6.899 5.470 0.066
H 8.167 4.622 -1.906
H 7.627 3.353 -0.830
H 5.821 3.957 -4.716
H 7.369 4.682 -4.306
H 5.917 5.330 -3.609
H 7.829 1.594 -2.551
H 8.426 2.776 -3.693
H 7.037 1.777 -4.127
H 2.570 2.428 -1.729
H 2.439 3.643 -0.451
H 3.427 2.227 -0.191
C -8.419 5.246 1.821
C -7.710 3.977 2.368
C -8.542 3.365 3.514
C -8.464 4.158 4.817
C -7.014 4.400 5.219
C -6.175 5.037 4.095
N -6.320 4.325 2.791
O -5.614 3.176 2.873
C -6.570 6.525 3.937
C -4.699 5.109 4.563
C -7.738 2.991 1.176
H -9.077 5.015 0.979
H -9.051 5.734 2.565
H -7.700 5.979 1.445
H -8.202 2.342 3.717
H -9.591 3.280 3.212
H -8.997 5.108 4.720
H -8.976 3.605 5.610
H -6.995 5.032 6.112
H -6.572 3.442 5.519
H -6.056 6.986 3.090
H -6.304 7.098 4.826
H -7.641 6.677 3.802
H -4.300 4.130 4.841
H -4.603 5.741 5.450
H -4.059 5.533 3.784
H -7.159 3.377 0.331
H -8.763 2.828 0.833
H -7.346 2.004 1.436
```

Record 3
The following is a DFT calculation (wB97M-V/def2-TZVPD) of a 2-piece molecular cluster, C28H22N2O4 overall at a distorted geometry.

Calculated values
- DFT total energy (Ha) = -1490.451339
- highest occupied orbital energy (eV) = -7.918
- energy relative to the best compared isomer or geometry (same formula, charge and spin) (kcal per mole) = 0.0
- Kohn-Sham gap (hartree) = 0.237

Structure (XYZ):
```
56
C28H22N2O4 (wB97M-V/def2-TZVPD)
C 2.048 -0.617 2.207
N 3.024 0.281 2.711
O 4.197 -0.117 2.996
O 2.715 1.507 2.839
C 0.687 -0.427 2.650
C 0.108 0.855 2.692
C -1.257 1.017 2.877
C -2.081 -0.094 3.066
C -3.503 0.114 3.146
N -4.661 0.288 3.165
C -1.511 -1.378 3.109
C -0.156 -1.554 2.897
H 2.376 -1.642 1.904
H 0.743 1.733 2.582
H -1.688 2.024 2.884
H -2.162 -2.226 3.321
H 0.260 -2.562 2.935
C -1.580 -4.182 -2.530
O -1.827 -2.899 -1.881
C -0.748 -2.118 -1.622
C -0.971 -0.945 -0.865
C 0.095 -0.213 -0.405
C 1.441 -0.634 -0.596
C 2.474 0.016 0.126
C 3.883 -0.073 -0.156
C 4.716 1.077 -0.022
C 6.086 0.974 -0.083
C 6.690 -0.261 -0.347
O 8.087 -0.308 -0.373
C 8.727 -0.269 -1.610
C 9.510 0.847 -1.917
C 9.980 0.989 -3.223
C 9.747 -0.025 -4.160
C 8.992 -1.154 -3.822
C 8.474 -1.279 -2.532
C 5.902 -1.406 -0.517
C 4.521 -1.306 -0.420
C 1.638 -1.713 -1.491
C 0.577 -2.461 -1.977
H -2.571 -4.620 -2.676
H -1.084 -4.016 -3.501
H -0.964 -4.831 -1.884
H -1.991 -0.648 -0.642
H -0.090 0.686 0.177
H 2.163 0.888 0.700
H 4.273 2.045 0.201
H 6.741 1.836 0.052
H 9.715 1.599 -1.164
H 10.556 1.868 -3.506
H 10.153 0.057 -5.173
H 8.814 -1.952 -4.544
H 7.873 -2.130 -2.238
H 6.380 -2.360 -0.732
H 3.919 -2.215 -0.436
H 2.642 -1.965 -1.799
H 0.775 -3.327 -2.615
```

Record 4
The following is a DFT calculation (wB97M-V/def2-TZVPD) of C15H13Cl3CoNO3 as an isolated structure at a distorted geometry.

Calculated values
- DFT total energy (Ha) = -3622.896534
- spin multiplicity = 5
- highest occupied orbital energy (alpha / beta) (eV) = -7.176 / -7.171
- <S²> = 6.040
- energy relative to the best compared isomer or geometry (same formula, charge and spin) (kcal per mole) = 43.9
- Kohn-Sham gap (alpha / beta) (hartree) = 0.255 / 0.204

Structure (XYZ):
```
36
C15H13Cl3CoNO3 (wB97M-V/def2-TZVPD)
Co -0.033 -1.929 -0.743
N 2.141 -0.318 0.783
C 1.860 0.951 0.469
C 2.915 1.860 0.046
C 2.605 3.121 -0.484
C 1.324 3.593 -0.566
C 0.176 2.803 -0.037
C 0.578 1.465 0.477
C -1.458 -0.171 0.686
C -2.354 0.616 1.348
C -3.275 -0.073 2.120
C -3.235 -1.463 2.180
C -2.280 -2.185 1.478
C -1.339 -1.536 0.684
H 2.282 -1.848 -0.422
H 1.363 -0.687 1.318
H 3.935 1.491 0.055
H 3.415 3.743 -0.852
H 1.104 4.563 -1.001
H -0.374 3.400 0.685
H -2.360 1.698 1.262
H -4.030 0.478 2.663
H -3.974 -1.993 2.767
H -2.289 -3.267 1.536
Cl -0.640 -1.069 -2.810
C -0.838 0.649 -2.555
Cl -1.202 1.536 -3.946
Cl -3.607 -0.472 -1.834
C -0.775 1.231 -1.375
O -0.833 2.520 -1.102
O -0.402 0.506 -0.169
C 2.344 -3.903 -0.505
O 1.844 -2.622 -0.961
H 3.400 -3.980 -0.737
H 1.811 -4.690 -1.027
H 2.201 -4.018 0.569
```

Record 5
The following is a DFT calculation (wB97M-V/def2-TZVPD) of a 2-piece molecular cluster, C4H11N2 overall at a distorted geometry.

Calculated values
- DFT total energy (Ha) = -268.410358
- spin multiplicity = 2
- highest occupied orbital energy (alpha / beta) (eV) = -7.384 / -9.632
- <S²> = 0.796
- energy relative to the best compared isomer or geometry (same formula, charge and spin) (kcal per mole) = 22.1
- Kohn-Sham gap (alpha / beta) (hartree) = 0.305 / 0.353

Structure (XYZ):
```
17
C4H11N2 (wB97M-V/def2-TZVPD)
C -0.712 1.552 2.094
C -0.329 1.672 0.649
C -0.914 0.779 -0.319
C -0.629 0.578 -1.700
N -1.400 -0.429 -2.439
N 2.744 -2.632 0.702
H 0.001 1.969 2.810
H -0.715 0.455 2.425
H 0.530 2.290 0.386
H 1.805 -2.208 0.799
H -1.509 -0.014 0.251
H -0.034 1.230 -2.392
H -2.081 0.061 -3.099
H -0.812 -0.999 -3.077
H 2.895 -2.557 -0.346
H -1.799 1.855 2.315
H 2.960 -3.603 0.941
```